The molecule C22H29NO2, computed with ωB97M-V with the def2-TZVPD basis set.

```
54
Properties=species:S:1:pos:R:3:forces:R:3
C -3.4317 -3.9323 1.3199 0.0 -0.1 0.2
O -3.4151 -3.0974 0.1894 0.1 0.2 -0.3
C -2.8241 -1.8751 0.2939 0.0 0.1 0.0
C -2.2840 -1.3432 1.4576 -0.2 -0.4 0.1
C -1.7119 -0.0827 1.4370 -0.1 0.1 -0.2
C -1.6526 0.6817 0.2795 0.1 0.0 0.3
C -1.0228 2.0532 0.3257 0.0 0.3 -0.2
C -0.1428 2.3573 -0.8934 0.2 -0.2 0.3
C 1.1799 1.5762 -0.9309 -0.2 0.4 -0.3
N 1.0535 0.1356 -0.9617 0.1 -0.1 0.4
C 1.3789 -0.5702 0.2686 0.0 -0.3 0.0
C 2.8439 -0.4429 0.5937 0.0 0.0 0.1
C 3.7940 -0.9135 -0.3055 0.0 0.0 0.0
C 5.1429 -0.7797 -0.0345 0.0 0.0 -0.1
C 5.5592 -0.1744 1.1403 0.1 0.0 0.1
C 4.6203 0.2944 2.0420 0.1 0.0 0.1
C 3.2695 0.1638 1.7672 -0.1 -0.1 -0.1
C 0.8065 -0.6031 -2.0721 0.0 0.2 -0.3
C 0.6678 0.1437 -3.3819 0.0 -0.2 0.0
O 0.7279 -1.8172 -2.0298 0.0 -0.4 -0.2
C -2.0860 3.1636 0.5321 -0.1 -0.1 0.2
C -3.1280 3.2210 -0.5808 0.2 0.1 0.1
C -2.7853 2.9946 1.8795 0.1 0.1 -0.2
C -2.2083 0.1393 -0.8753 -0.1 -0.1 0.1
C -2.7815 -1.1131 -0.8729 -0.1 -0.2 0.1
H -3.9145 -4.8543 0.9995 0.0 0.0 0.1
H -4.0082 -3.4902 2.1400 0.0 0.0 0.0
H -2.4184 -4.1576 1.6679 0.0 0.0 0.0
H -2.2971 -1.8959 2.3841 0.0 -0.1 0.1
H -1.3017 0.3102 2.3581 0.1 0.1 0.1
H -0.3746 2.0932 1.2106 0.0 0.0 0.0
H -0.7022 2.1801 -1.8087 0.0 0.1 -0.1
H 0.1219 3.4179 -0.8747 0.0 0.0 -0.1
H 1.7545 1.9166 -1.7989 0.0 0.0 0.1
H 1.7619 1.8269 -0.0399 0.0 0.0 -0.1
H 0.7688 -0.1846 1.0870 0.1 0.0 0.0
H 1.1176 -1.6183 0.0972 0.0 0.2 0.1
H 3.4637 -1.3914 -1.2160 0.0 -0.1 -0.1
H 5.8731 -1.1508 -0.7387 0.1 0.0 -0.1
H 6.6131 -0.0708 1.3529 0.1 0.0 0.0
H 4.9394 0.7655 2.9605 0.0 0.0 0.1
H 2.5392 0.5306 2.4758 -0.1 0.0 0.0
H 1.5980 0.6554 -3.6228 0.0 0.1 0.0
H -0.1350 0.8725 -3.3511 -0.1 0.1 0.0
H 0.4551 -0.5851 -4.1594 0.0 0.0 0.0
H -1.5482 4.1198 0.5473 0.0 -0.1 0.0
H -3.8216 4.0377 -0.3917 -0.1 0.1 0.0
H -3.6955 2.2948 -0.6203 -0.1 -0.1 0.0
H -2.6649 3.3931 -1.5488 0.0 0.0 -0.2
H -3.3422 2.0609 1.9043 -0.1 -0.1 0.0
H -2.0639 2.9900 2.6939 0.1 0.0 0.1
H -3.4810 3.8139 2.0468 -0.1 0.1 0.1
H -2.2006 0.6920 -1.8013 0.0 0.1 -0.1
H -3.2016 -1.5322 -1.7731 0.0 -0.1 -0.1
```
Forces are in eV/Å.

## Properties
**ΔE to the lowest compared entry with this formula, charge and spin**: 0.789 eV
**Charge**: 0
**LUMO**: 0.74 eV
**HOMO**: -8.2 eV
**HOMO-LUMO gap**: 8.928 eV
**F_max**: 0.58 eV/Å
**SMILES string**: COc1ccc([C@@H](CCN(Cc2ccccc2)C(C)=O)C(C)C)cc1
**E**: -28870.3768 eV